No. 1
Molecular formula: C16H38AlClO3SSiSr
Method: DFT, ωB97M-V with the def2-TZVPD basis set

```
62
Properties=species:S:1:pos:R:3:forces:R:3:lowdin_charge:R:1
Al -0.598 0.092 -2.467 -0.5 -1.0 -1.1 -0.43
Cl -0.974 2.305 -3.521 0.3 0.0 0.1 -0.04
C -2.435 -0.048 -1.907 -0.6 0.1 1.0 -0.23
H -2.401 -0.531 -0.920 -0.4 0.1 -0.3 -0.04
H -3.008 -0.663 -2.609 0.1 0.0 0.0 0.01
H -2.903 0.938 -1.832 -0.2 -0.1 0.1 -0.02
Sr -0.036 0.443 -5.538 -0.4 0.8 1.0 0.93
C 2.246 1.054 -6.002 1.4 0.9 0.7 -0.42
C -1.545 0.213 -7.374 -1.8 0.2 -0.8 -0.43
C -0.211 -1.263 -3.762 0.8 -0.4 0.9 -0.46
H -1.732 -0.836 -7.074 -0.1 0.7 -0.4 -0.10
H -2.231 1.035 -7.003 0.8 -1.1 -0.7 -0.08
H -0.685 0.460 -8.003 -0.5 -0.1 -0.2 -0.12
H 2.614 0.125 -5.525 0.1 0.7 -0.4 -0.10
H 1.960 1.055 -7.050 0.4 0.1 -0.1 -0.12
H 2.220 2.016 -5.407 0.3 -1.2 -0.9 -0.08
H -1.035 -1.907 -4.173 0.9 0.3 0.3 -0.07
H 0.879 -1.546 -3.955 -1.4 -0.2 0.0 -0.07
C -1.253 -3.271 1.024 0.1 -0.2 -0.3 -0.03
C -1.629 -1.933 1.637 0.8 1.4 -1.0 -0.60
C -3.120 -1.657 1.504 -0.3 0.0 -0.1 -0.04
C -1.194 -1.839 3.100 0.0 -0.1 0.1 -0.03
O -0.997 -0.886 0.801 -0.8 -1.1 0.6 -0.17
Si 0.346 0.023 0.778 0.2 -0.4 0.0 -0.18
S 1.084 0.592 -1.060 0.0 0.5 0.1 0.55
O 0.135 1.227 1.833 -0.7 2.0 1.1 -0.16
C -0.633 2.445 2.116 1.0 -1.6 -0.5 -0.61
C -1.132 3.078 0.825 0.1 0.0 -0.1 -0.03
C -1.782 2.051 3.039 -0.1 -0.1 0.1 -0.04
C 0.370 3.333 2.839 0.3 0.0 0.0 -0.05
O 1.460 -0.879 1.556 1.3 -0.5 0.6 -0.17
C 2.878 -0.787 1.893 -1.8 -0.2 -0.6 -0.63
C 3.704 -0.555 0.633 0.1 -0.1 -0.1 -0.07
C 3.085 0.326 2.914 0.0 0.2 0.1 -0.04
C 3.147 -2.160 2.487 -0.1 -0.3 0.1 -0.05
H -1.784 -4.070 1.553 0.1 0.0 0.0 0.08
H -0.167 -3.448 1.097 -0.4 0.1 0.0 0.09
H -1.533 -3.303 -0.044 0.1 0.1 0.5 0.10
H -3.671 -2.388 2.100 -0.1 0.0 0.1 0.08
H -3.376 -0.647 1.866 0.2 -0.4 -0.1 0.08
H -3.456 -1.738 0.457 0.3 0.1 0.4 0.08
H -1.744 -2.604 3.671 0.1 0.2 -0.1 0.08
H -0.117 -2.022 3.213 -0.3 0.1 -0.1 0.07
H -1.434 -0.853 3.521 0.1 -0.2 -0.2 0.07
H -1.823 2.406 0.294 0.2 0.2 0.1 0.09
H -1.659 4.005 1.080 0.0 -0.1 -0.2 0.08
H -0.291 3.309 0.153 -0.3 -0.1 0.2 0.09
H -1.404 1.549 3.947 -0.1 0.2 -0.4 0.08
H -2.318 2.957 3.339 -0.1 -0.1 0.0 0.08
H -2.486 1.371 2.533 0.3 0.3 0.1 0.08
H 0.762 2.826 3.739 -0.2 0.2 -0.4 0.08
H 1.230 3.562 2.183 -0.4 -0.1 0.2 0.09
H -0.116 4.260 3.132 0.0 0.3 0.1 0.07
H 3.506 0.431 0.195 0.1 -0.3 0.1 0.05
H 4.764 -0.624 0.895 0.0 0.0 -0.1 0.08
H 3.473 -1.317 -0.128 0.0 0.3 0.3 0.09
H 2.452 0.168 3.801 0.2 0.0 -0.3 0.09
H 4.137 0.323 3.225 -0.1 0.1 0.0 0.08
H 2.842 1.313 2.486 0.1 -0.4 0.1 0.08
H 2.507 -2.337 3.370 0.3 0.2 -0.3 0.08
H 2.921 -2.952 1.748 0.1 0.5 0.3 0.09
H 4.191 -2.228 2.779 0.3 -0.2 0.1 0.07
```
Forces are in eV/Å.

## Properties
Net charge: -2
HOMO energy, eV: 0.1494



No. 2
Molecular formula: C22H35Br2Cl20FN7
Method: DFT, ωB97M-V with the def2-TZVPD basis set

```
87
Properties=species:S:1:pos:R:3:forces:R:3:lowdin_charge:R:1
C -0.346 -0.875 -3.883 -1.2 -0.3 -0.2 -0.14
N 0.199 -1.109 -2.482 -0.7 1.3 -0.4 -0.12
C -0.105 0.197 -1.779 -0.9 -0.5 -1.6 -0.19
N -0.004 0.114 -0.304 -0.1 0.1 -0.4 -0.10
N -1.184 -0.241 0.381 0.0 -0.2 0.3 0.09
C 1.059 0.335 0.471 2.6 0.7 2.7 -0.19
N 1.070 0.274 1.921 3.8 1.5 -2.1 0.16
C 2.405 0.628 2.333 -1.7 -0.6 -2.1 -0.11
C 2.833 0.730 3.857 -0.3 2.0 2.9 -0.17
C 2.015 1.688 4.800 4.0 -4.8 0.9 -0.11
C 2.612 1.654 6.287 0.4 -2.4 -0.8 -0.17
C 3.824 0.841 6.745 -2.4 0.7 -3.0 -0.09
N 4.512 -0.013 5.836 -3.4 2.1 -1.9 0.02
C 4.005 -0.041 4.514 0.1 1.1 0.0 -0.21
N 3.171 0.851 1.135 -2.2 -0.9 5.0 -0.02
F 4.478 1.205 1.114 -1.0 -0.3 -0.7 0.11
N 2.378 0.678 0.015 -0.3 -0.6 -1.5 0.02
C 3.033 0.865 -1.282 0.7 3.7 -1.6 -0.64
Br 3.470 -0.523 -2.614 -0.6 0.7 1.8 0.72
C 3.398 2.215 -1.617 -1.1 -1.9 1.4 -0.63
C 3.146 3.454 -0.617 0.7 -0.6 0.0 -0.10
Br 4.279 2.600 -3.333 -0.9 -0.1 1.8 0.73
H -1.488 -1.061 -3.828 1.7 0.4 -0.4 0.05
H -0.223 0.216 -4.216 0.2 -1.7 0.4 0.09
H 0.078 -1.611 -4.645 -0.4 1.1 1.1 0.10
H -0.423 -1.856 -2.116 0.6 0.7 0.1 0.06
H 0.510 1.032 -2.264 -0.5 -1.3 1.1 0.13
H -1.207 0.429 -2.056 1.5 0.1 1.0 0.13
H -1.274 -1.262 0.456 0.0 0.7 -0.2 0.06
H -2.005 0.205 -0.050 0.7 -0.4 0.2 0.02
H 1.114 2.290 4.468 1.3 -1.2 0.6 0.08
H 2.082 2.296 7.076 0.9 -1.4 -1.3 0.09
H 4.193 0.914 7.832 -0.6 -0.2 -2.0 0.13
H 4.560 -0.759 3.801 -0.8 1.4 1.4 0.10
H 2.996 4.428 -1.191 0.0 -1.5 0.7 0.09
H 4.092 3.596 0.032 -1.3 -0.3 -1.2 0.10
H 2.295 3.240 0.135 1.2 0.3 -1.5 0.09
C 1.257 -3.281 3.214 0.0 -0.3 0.3 -0.94
Cl 2.357 -2.030 3.816 -0.6 -1.1 -0.1 0.68
Cl 0.784 -2.971 1.538 0.0 -0.2 -0.2 0.54
H 1.759 -4.246 3.265 0.0 0.2 -0.1 0.04
H 0.364 -3.296 3.837 0.1 0.1 -0.1 0.04
C -5.084 -0.220 -1.258 -0.1 0.0 0.0 -1.05
Cl -3.919 -1.543 -1.154 0.0 -0.2 -0.1 0.52
Cl -4.414 1.271 -0.582 0.0 0.1 0.0 0.54
H -5.337 -0.053 -2.302 0.3 0.0 0.2 -0.02
H -5.979 -0.492 -0.701 0.2 0.1 0.0 -0.01
C -8.961 0.592 -1.980 -0.2 -0.1 -0.2 -1.01
Cl -9.048 0.293 -0.236 0.0 -0.4 -0.1 0.50
Cl -7.774 -0.471 -2.749 -0.4 0.0 -0.1 0.55
H -9.939 0.407 -2.421 0.2 -0.1 0.1 0.04
H -8.670 1.624 -2.149 0.1 -0.3 0.0 -0.05
C -9.192 4.948 -0.689 -0.1 0.2 0.1 -0.99
Cl -8.190 5.486 -2.042 0.0 0.1 0.0 0.51
Cl -9.180 3.186 -0.545 -0.2 0.9 0.5 0.55
H -8.805 5.381 0.232 0.0 -0.1 -0.2 0.03
H -10.216 5.283 -0.852 0.2 -0.1 -0.1 0.03
C -3.438 -4.152 -4.347 -0.2 -0.2 -0.2 -0.99
Cl -2.243 -4.056 -3.046 0.1 -0.1 0.1 0.50
Cl -3.945 -2.541 -4.872 -0.1 0.0 -0.1 0.50
H -2.998 -4.677 -5.193 0.0 0.2 0.1 0.03
H -4.309 -4.697 -3.987 0.1 0.2 0.0 0.04
C 6.003 -3.002 6.961 -0.1 0.3 0.0 -1.05
Cl 5.989 -4.407 5.890 -0.1 0.0 -0.1 0.49
Cl 7.446 -2.992 7.982 0.0 0.1 0.0 0.51
H 5.989 -2.095 6.359 0.1 -0.2 0.1 -0.01
H 5.120 -3.034 7.598 0.2 -0.1 -0.1 0.03
C 1.756 5.328 5.763 0.3 0.7 0.0 -0.93
Cl 2.747 3.909 5.382 0.6 3.3 -0.2 0.70
Cl 0.071 5.068 5.298 0.0 0.0 0.0 0.53
H 1.804 5.515 6.835 0.0 -0.2 -0.2 0.04
H 2.144 6.189 5.221 -0.1 -0.1 0.0 0.03
C -7.386 -2.414 -7.165 0.1 0.1 -0.2 -1.02
Cl -7.308 -4.172 -7.000 0.0 0.0 -0.1 0.50
Cl -7.683 -1.638 -5.605 0.0 0.0 -0.2 0.46
H -6.438 -2.054 -7.564 -0.1 -0.1 0.2 0.02
H -8.195 -2.158 -7.847 0.1 -0.1 0.2 0.03
C 3.399 -4.463 -2.295 0.2 0.1 0.1 -1.05
Cl 4.417 -5.854 -2.684 0.0 0.1 0.1 0.52
Cl 1.718 -4.755 -2.748 -0.1 0.1 0.0 0.49
H 3.450 -4.276 -1.223 -0.1 -0.1 -0.2 0.02
H 3.765 -3.594 -2.839 -0.1 -0.2 0.0 -0.02
C 7.977 1.476 -3.193 -0.1 0.0 0.1 -1.06
Cl 9.251 2.484 -2.497 -0.1 0.0 0.1 0.51
Cl 8.476 0.796 -4.746 -0.1 0.0 0.0 0.51
H 7.754 0.662 -2.505 0.1 0.1 -0.1 0.03
H 7.088 2.086 -3.344 0.3 -0.1 0.0 -0.05
```
Forces are in eV/Å.

## Properties
Net charge: +1
HOMO energy, eV: -11.3417



No. 3
Molecular formula: C2H2F2OS
Method: DFT, ωB97M-V with the def2-TZVPD basis set

```
8
Properties=species:S:1:pos:R:3:forces:R:3:lowdin_charge:R:1
C 0.100 0.762 0.258 -3.0 -0.9 -2.4 -0.04
C 0.884 -0.528 0.306 3.0 1.5 -0.9 -0.47
O -2.700 0.930 -0.761 -0.9 1.1 -0.9 -0.60
F 1.279 -0.883 -1.069 -1.1 0.2 2.3 -0.06
F 0.162 -1.518 0.866 0.4 0.0 -0.4 -0.01
S -1.969 0.028 0.097 4.0 0.5 1.1 0.90
H 0.312 1.627 -0.527 -0.3 -2.0 1.9 0.10
H 1.932 -0.418 0.831 -2.1 -0.4 -0.8 0.17
```
Forces are in eV/Å.

## Properties
HOMO energy (spin up / spin down), eV: -9.5019 / -9.8266



The following electronic energy values (in eV) correspond, in order, to the records above: -62023.4927; -427044.8599; -20419.6023.